Formula: C54H59F2
Source: OMol25
Level of theory: the ωB97M-V functional and the def2-TZVPD basis

The calculation puts the total energy at -62381.45358 eV. Its total charge is -1. The highest occupied orbital energy is -0.0608 hartree.

Structure (XYZ):
```
115
C54H59F2 the ωB97M-V functional and the def2-TZVPD basis
C 2.70 1.95 5.41
C 1.20 1.92 5.54
F 0.66 1.89 4.23
C 0.73 0.75 6.41
C -0.59 0.15 5.96
C -1.80 1.09 5.64
C -1.95 2.35 6.46
F -1.50 3.44 5.70
H 3.05 2.77 4.77
H 3.07 1.00 5.04
H 3.13 2.08 6.39
H 0.93 2.87 6.00
H 0.60 1.19 7.40
H -0.43 -0.41 5.04
H -0.90 -0.58 6.69
H -2.72 0.52 5.79
H -1.80 1.36 4.60
H -1.43 2.33 7.41
H -3.01 2.51 6.66
C 2.25 -2.96 2.39
C 2.06 -2.65 1.04
C 1.61 -1.39 0.68
C 1.36 -0.44 1.66
C 1.55 -0.74 3.00
C 1.99 -2.01 3.37
H 2.59 -3.95 2.67
H 2.26 -3.40 0.28
H 1.46 -1.15 -0.37
H 1.02 0.55 1.38
H 1.36 0.01 3.75
H 2.13 -2.24 4.41
C 3.93 -7.63 0.75
C 4.08 -8.81 1.46
C 4.59 -8.78 2.75
C 4.95 -7.57 3.33
C 4.80 -6.39 2.61
C 4.29 -6.42 1.32
H 3.53 -7.66 -0.26
H 3.80 -9.76 1.01
H 4.72 -9.70 3.31
H 5.35 -7.55 4.33
H 5.07 -5.45 3.06
H 4.17 -5.50 0.76
C -2.17 5.12 0.29
C -1.32 4.20 0.88
C -1.22 4.14 2.27
C -1.98 4.99 3.06
C -2.84 5.91 2.47
C -2.93 5.98 1.08
H -2.25 5.18 -0.79
H -0.73 3.53 0.27
H -0.55 3.43 2.73
H -1.90 4.92 4.13
H -3.44 6.56 3.08
H -3.60 6.69 0.62
C 1.77 -8.40 -5.47
C 2.72 -8.94 -4.62
C 3.06 -8.29 -3.45
C 2.43 -7.09 -3.12
C 1.48 -6.55 -3.97
C 1.15 -7.20 -5.15
H 1.51 -8.91 -6.39
H 3.20 -9.88 -4.88
H 3.81 -8.71 -2.79
H 2.69 -6.58 -2.20
H 0.99 -5.62 -3.71
H 0.40 -6.78 -5.81
C 2.89 -1.51 -5.18
C 3.05 -2.69 -4.47
C 3.57 -2.67 -3.18
C 3.92 -1.46 -2.60
C 3.76 -0.28 -3.30
C 3.25 -0.30 -4.60
H 2.49 -1.53 -6.18
H 2.77 -3.63 -4.92
H 3.69 -3.59 -2.63
H 4.32 -1.44 -1.59
H 4.04 0.67 -2.85
H 3.13 0.62 -5.15
C -6.64 3.74 -0.32
C -7.39 2.77 -0.97
C -6.77 1.65 -1.51
C -5.39 1.51 -1.41
C -4.64 2.48 -0.76
C -5.26 3.60 -0.22
H -7.13 4.61 0.10
H -8.47 2.88 -1.05
H -7.35 0.90 -2.02
H -4.90 0.64 -1.83
H -3.57 2.37 -0.67
H -4.67 4.35 0.28
C -0.27 1.41 -3.57
C -0.37 1.31 -2.19
C 0.75 0.98 -1.44
C 1.96 0.75 -2.06
C 2.06 0.86 -3.45
C 0.95 1.19 -4.20
H -1.14 1.67 -4.16
H -1.32 1.49 -1.70
H 0.67 0.89 -0.36
H 2.83 0.49 -1.48
H 3.01 0.68 -3.93
H 1.02 1.26 -5.28
C -5.29 8.25 -2.44
C -5.21 6.94 -2.01
C -4.42 6.02 -2.69
C -3.71 6.42 -3.81
C -3.79 7.74 -4.25
C -4.58 8.65 -3.57
H -5.91 8.96 -1.91
H -5.76 6.62 -1.13
H -4.37 5.00 -2.35
H -3.10 5.71 -4.35
H -3.23 8.05 -5.12
H -4.64 9.68 -3.91
```